Entry 1:
Formula: C6H10O
Source: the OMol25 dataset
Level of theory: wB97M-V/def2-TZVPD

Results
* E_HOMO: -9.5443 eV
* Kohn-Sham gap: 0.387 Ha
* E_tot: -309.82959 Ha
* LUMO level: 0.03603 Ha
* SMILES: C=CCCC(C)=O
* spin multiplicity: 1
* charge: 0

```
17
Properties=species:S:1:pos:R:3:lowdin_charge:R:1
C -2.08 1.11 0.19 0.01
C -0.90 1.40 -0.35 -0.20
C 0.43 1.34 0.35 -0.21
C 1.33 0.27 -0.29 -0.13
C 0.86 -1.09 0.20 -0.46
C 0.29 -2.10 -0.77 -0.01
O 1.00 -1.38 1.38 0.07
H -3.00 1.17 -0.38 0.05
H -2.16 0.81 1.23 0.06
H -0.86 1.70 -1.41 0.10
H 0.92 2.32 0.31 0.11
H 0.30 1.08 1.40 0.11
H 2.37 0.43 0.02 0.12
H 1.30 0.33 -1.39 0.11
H 1.18 -2.67 -1.04 0.09
H -0.16 -1.73 -1.70 0.08
H -0.42 -2.76 -0.26 0.09
```

Entry 2:
Formula: C5H8O
Source: the OMol25 dataset
Level of theory: wB97M-V/def2-TZVPD

Results
* E_HOMO: -9.9052 eV
* Kohn-Sham gap: 0.409 Ha
* E_tot: -270.44014 Ha
* LUMO level: 0.04493 Ha
* SMILES: C1CC1[C@H]1CO1
* spin multiplicity: 1
* charge: 0

```
14
Properties=species:S:1:pos:R:3:lowdin_charge:R:1
C 0.67 1.49 0.54 -0.12
C 0.29 0.58 1.66 -0.11
C -0.29 0.36 0.29 -0.26
C 0.18 -0.74 -0.59 -0.17
C -0.75 -1.60 -1.31 -0.18
O -0.18 -0.57 -2.07 -0.09
H 1.67 1.39 0.12 0.11
H 0.27 2.50 0.53 0.10
H -0.39 0.95 2.42 0.10
H 1.03 -0.14 2.01 0.10
H -1.34 0.62 0.15 0.15
H 1.16 -0.81 -1.04 0.14
H -0.50 -2.63 -1.56 0.11
H -1.81 -1.40 -1.16 0.12
```

Entry 3:
Formula: C2H3BrO
Source: the OMol25 dataset
Level of theory: wB97M-V/def2-TZVPD

Results
* E_HOMO (spin up / spin down): -7.3664 / -9.7709 eV
* Kohn-Sham gap (spin up / spin down): 0.278 / 0.267 Ha
* E_tot: -2726.99768 Ha
* LUMO level (spin up / spin down): 0.00758 / -0.09194 Ha
* spin multiplicity: 3
* charge: 0

```
7
Properties=species:S:1:pos:R:3:lowdin_charge:R:1
C -0.13 -0.41 -0.02 -0.13
C 0.29 0.84 -0.01 -0.04
O 2.46 1.16 -0.05 -0.73
Br 3.19 -0.33 0.11 0.87
H -1.15 -0.50 -0.33 0.04
H 0.62 -1.16 0.32 0.00
H -0.05 1.74 -0.30 -0.01
```

Question: The highest E_tot belongs to which entry?
Answer: C5H8O